{
  "formula": "CH3N3S2",
  "method": "ωB97M-V with the def2-TZVPD basis set",
  "species": ["C", "N", "N", "N", "S", "S", "H", "H", "H"],
  "xyz": [[0.863917, -0.806512, -0.488620], [-0.303856, -1.394488, -0.296588], [1.241987, 0.183906, 0.283304], [-1.408255, 0.818569, 0.561401], [-1.679346, -0.784917, 0.226403], [-0.268739, 1.686034, -0.268765], [1.518443, -1.377003, -1.064282], [2.180989, 0.491521, -0.157497], [-2.145142, 1.182886, 1.204648]],
  "forces_ev_per_a": [[-2.7, -2.1, 2.1], [-0.2, -0.2, -1.3], [2.2, 3.0, -1.2], [-1.2, 0.9, 0.3], [0.8, -0.6, -0.2], [-0.1, -0.6, 0.7], [1.3, -0.6, -1.2], [-1.6, -0.1, 1.2], [1.6, 0.2, -0.5]],
  "orbital_gap_ev": [7.40, 7.40]
}